The following is a DFT calculation (ωB97M-V/def2-TZVPD) of one molecule with the formula C17H17N9O2 in a non-equilibrium geometry.

As for the energy relative to the best compared isomer or geometry (same formula, charge and spin): 0.000 eV. Its max |F| is 3.15 eV/Å. The SMILES is Cc1nn(-c2ncnc3nc[nH]c23)c2c1[C@@H](OCCn1cccn1)CC(=O)N2. The net charge is 0.

Each line ends with the Mulliken charge.
Positions of all 45 atoms, in Å:
C 0.071 1.286 2.594  -1.2334
C 1.013 0.807 1.529  0.4631
N 2.016 1.485 1.107  -1.3701
N 2.593 0.701 0.124  0.8072
C 3.622 1.114 -0.689  0.3380
N 4.251 0.256 -1.513  -0.5763
C 5.260 0.748 -2.271  -0.3906
N 5.657 2.026 -2.281  -0.5722
C 5.012 2.850 -1.509  0.8975
N 5.250 4.239 -1.338  -0.7046
C 4.346 4.664 -0.454  -0.1815
N 3.582 3.614 -0.034  -0.0632
C 3.990 2.454 -0.696  0.6303
C 1.900 -0.492 0.001  0.1899
C 0.923 -0.466 0.890  -0.1850
C -0.143 -1.532 0.944  -0.2610
O -1.194 -1.012 0.135  -0.3038
C -2.491 -1.583 0.381  -0.2736
C -3.392 -0.582 -0.291  -0.5530
N -4.823 -0.846 -0.135  0.7657
C -5.775 -1.105 -1.117  -0.0981
C -6.951 -1.388 -0.455  -0.6152
C -6.606 -1.253 0.932  -0.1946
N -5.373 -0.889 1.096  -0.9426
C 0.394 -2.831 0.337  -0.7828
C 1.194 -2.569 -0.937  0.3794
O 1.110 -3.257 -1.928  -0.6400
N 2.051 -1.516 -0.924  -0.0503
H -0.797 1.774 2.194  0.2844
H -0.297 0.443 3.157  0.3622
H 0.555 1.991 3.303  0.3733
H 5.795 0.069 -2.879  0.4191
H 4.316 5.661 -0.021  0.3821
H 2.833 3.631 0.666  0.2043
H -0.434 -1.687 1.994  0.5777
H -2.603 -2.586 -0.093  0.1403
H -2.776 -1.655 1.430  0.3597
H -3.252 -0.512 -1.383  0.1541
H -3.152 0.387 0.118  0.2355
H -5.604 -0.993 -2.190  0.3459
H -7.895 -1.725 -0.865  0.3717
H -7.311 -1.512 1.728  0.3894
H 1.058 -3.341 1.071  0.4023
H -0.404 -3.538 0.089  0.2820
H 2.479 -1.333 -1.817  0.2370

Forces on the atoms, in the same order (eV/Å):
C 0.912 0.412 0.526
C -1.482 -1.114 1.079
N 1.315 0.871 -1.097
N -0.394 -1.766 -0.369
C 0.820 0.715 -0.756
N -0.292 0.458 0.528
C -0.967 2.118 1.441
N 1.199 -1.800 -1.534
C 0.244 2.460 0.545
N -0.531 0.058 0.161
C 1.569 -2.442 -1.216
N -1.395 -0.151 1.101
C -0.950 0.849 1.205
C 1.044 0.138 -1.078
C -1.782 -0.236 1.543
C 0.616 0.581 -0.153
O -0.710 -0.628 0.952
C 0.179 -0.347 -1.123
C -1.295 0.400 -0.930
N -0.886 0.109 -0.635
C 0.282 0.177 0.694
C 0.756 -0.036 0.534
C -1.997 -0.690 -1.075
N 1.317 -0.345 0.183
C 0.512 -0.205 0.280
C -0.813 -0.828 0.092
O -0.088 -0.285 -0.019
N 0.734 1.157 0.079
H -0.380 0.297 -0.445
H -0.044 -0.296 0.257
H -0.182 -0.449 -0.520
H 0.339 -0.670 -0.580
H -0.232 -0.303 -0.263
H 0.581 -0.126 -0.516
H -0.370 -0.032 -0.297
H 0.190 0.490 0.322
H 0.363 0.058 0.215
H 0.343 -0.224 0.458
H -0.058 0.384 0.175
H 0.298 -0.220 0.578
H 0.231 0.264 0.016
H 0.667 0.514 0.012
H -0.259 0.341 -0.422
H 0.135 0.229 0.021
H 0.461 0.114 0.033

The following is a DFT calculation (ωB97M-V/def2-TZVPD) of C17H18BCrN7O2S2 as an isolated structure in a non-equilibrium geometry.

Its max |F| is 2.59 eV/Å. Its spin multiplicity is 5. The net charge is +2. As for the total energy: -3057.51821 hartree.

Each line ends with the Mulliken spin population.
Positions of all 48 atoms, in Å:
C -0.444 -2.991 -2.599  0.0225
N -0.079 -1.693 -2.429  -0.0708
N 0.119 -1.154 -3.691  0.0097
C -0.192 -2.071 -4.620  0.0335
C -0.522 -3.263 -3.971  0.0059
B 0.597 0.311 -3.805  -0.0205
N -0.487 1.153 -3.088  0.0224
N -0.717 0.970 -1.732  -0.0841
C -1.487 1.995 -1.305  0.0091
C -1.760 2.833 -2.393  0.0041
C -1.146 2.244 -3.495  0.0298
Cr 0.175 -0.538 -0.864  3.0200
N 1.890 0.471 -2.952  0.0101
N 1.858 0.178 -1.592  -0.0633
C 3.039 0.587 -1.064  0.0155
C 3.822 1.155 -2.075  0.0036
C 3.068 1.056 -3.247  0.0249
H 3.258 0.500 -0.010  -0.0025
H 3.271 1.340 -4.268  0.0008
H 4.796 1.600 -1.951  0.0000
H 0.793 0.652 -4.940  0.0001
H -1.129 2.510 -4.538  0.0017
H -0.159 -1.806 -5.664  0.0013
H -2.310 3.753 -2.381  0.0000
H -0.801 -4.190 -4.435  -0.0003
H -1.796 2.067 -0.273  0.0012
H -0.681 -3.625 -1.757  -0.0030
H 0.621 2.479 1.802  0.0015
C -0.072 2.911 2.537  0.0015
H 0.126 3.981 2.674  -0.0001
H -1.114 2.751 2.227  -0.0006
H 0.084 2.414 3.498  0.0001
O -3.398 -1.990 2.107  0.0474
S -2.592 -0.831 2.409  -0.0308
O -3.228 0.447 2.625  0.0420
N -1.297 -0.712 1.320  0.4191
C -0.136 -0.957 1.926  0.0418
S 1.304 -0.908 1.030  -0.0014
C -0.192 -1.206 3.354  0.0973
C 0.871 -1.404 4.241  -0.0398
C 0.594 -1.457 5.605  0.1408
C -0.739 -1.379 6.060  0.1876
C -1.810 -1.255 5.159  -0.0095
C -1.506 -1.142 3.805  0.1288
H 1.877 -1.512 3.830  -0.0022
H 1.410 -1.570 6.320  0.0030
H -0.929 -1.434 7.131  -0.0006
H -2.849 -1.266 5.482  0.0025

Forces on the atoms, in the same order (eV/Å):
C -0.055 0.737 -0.947
N 0.075 -0.313 -1.045
N -0.398 -0.644 0.653
C 0.286 -0.062 1.061
C -0.051 0.337 0.454
B -0.058 -0.143 0.030
N -0.500 0.244 0.885
N -0.185 0.342 -1.034
C 0.262 0.013 -1.059
C -0.006 -0.341 0.289
C 0.256 -0.185 0.729
Cr -0.069 0.856 -1.330
N 0.394 -0.045 1.010
N 0.526 0.223 -0.953
C -0.185 0.371 -1.142
C -0.363 -0.235 0.174
C -0.564 -0.445 0.852
H -0.012 -0.039 -0.159
H 0.084 0.090 0.075
H -0.020 -0.097 -0.087
H -0.165 -0.086 0.295
H 0.053 0.206 0.017
H 0.102 -0.120 -0.035
H -0.211 0.039 0.010
H -0.039 -0.080 0.001
H 0.001 0.011 -0.060
H 0.110 0.034 -0.062
H -0.151 0.220 0.105
C -0.056 -0.109 0.041
H -0.074 -0.363 -0.181
H 0.275 0.125 0.053
H -0.012 0.029 -0.038
O 1.424 1.181 0.018
S -2.340 -0.040 1.112
O 1.183 -1.170 -0.685
N 0.196 -0.176 0.046
C 0.157 -0.010 -0.094
S 0.726 -0.532 1.325
C 0.795 0.144 -0.126
C 0.341 -0.115 0.426
C 1.026 -0.062 -1.138
C -0.850 0.007 -0.063
C -0.291 -0.026 -0.806
C -1.336 -0.059 1.352
H -0.198 0.121 0.341
H -0.274 0.019 -0.185
H -0.066 0.007 -0.233
H 0.254 0.142 0.108

The following is a DFT calculation (ωB97M-V/def2-TZVPD) of C17H18BN7O3PtS as an isolated structure in a non-equilibrium geometry.

As for the energy relative to the best compared isomer or geometry (same formula, charge and spin): 1.988 eV. Its max |F| is 3.25 eV/Å. Its spin multiplicity is 3. The net charge is 0.

Each line ends with the Mulliken spin population.
Positions of all 48 atoms, in Å:
H -0.197 2.872 0.318  0.0017
N 0.004 1.891 -1.518  0.1612
B 0.766 1.107 -3.805  -0.0228
N 0.510 2.205 -2.744  0.0022
C 0.624 3.540 -2.801  -0.0032
Pt -0.475 0.116 -0.837  1.4697
H 0.866 4.023 -3.725  -0.0004
C 0.335 4.043 -1.545  0.0172
H 0.361 5.057 -1.239  0.0003
C 0.011 2.984 -0.721  -0.0209
H 1.255 1.436 -4.850  -0.0002
C -2.440 -2.720 1.109  -0.0059
H -2.780 -2.890 2.139  0.0012
H -1.429 -3.140 0.997  0.0024
H -3.123 -3.235 0.425  -0.0001
N -0.654 0.475 -3.931  -0.0097
N 1.555 -0.022 -3.034  -0.0079
N -1.260 0.047 -2.765  0.1515
N 1.179 -0.432 -1.784  0.2306
C -1.517 0.310 -4.967  -0.0013
C 2.560 -0.830 -3.412  -0.0009
H -1.257 0.603 -5.976  -0.0004
H 2.949 -0.760 -4.426  -0.0009
C -2.661 -0.288 -4.446  0.0115
C 2.855 -1.683 -2.367  0.0140
C -2.475 -0.432 -3.072  -0.0140
C 1.992 -1.419 -1.331  -0.0093
H -3.536 -0.583 -5.005  -0.0001
H 3.613 -2.460 -2.345  0.0015
H -3.122 -0.814 -2.284  0.0020
H 1.832 -1.811 -0.331  -0.0022
H -2.410 -1.639 0.881  0.0131
O 0.676 2.627 3.247  0.0001
S 1.543 1.468 3.362  -0.0025
O 2.910 1.735 3.720  0.0006
N 1.383 0.538 2.027  0.0037
C 0.612 -0.544 2.193  0.0069
O 0.140 -1.217 1.218  0.0069
C 0.328 -0.855 3.633  0.0035
C -0.433 -1.900 4.214  0.0000
C -0.677 -1.859 5.593  -0.0002
C -0.173 -0.818 6.399  0.0000
C 0.557 0.235 5.808  0.0008
C 0.802 0.183 4.420  0.0001
H -0.810 -2.720 3.597  -0.0001
H -1.285 -2.648 6.042  0.0000
H -0.387 -0.844 7.480  0.0000
H 0.884 1.071 6.440  0.0001

Forces on the atoms, in the same order (eV/Å):
H -0.215 0.198 0.464
N 1.461 2.785 0.835
B -0.883 -1.046 1.308
N -0.747 0.520 0.531
C 0.064 -0.274 0.675
Pt -0.811 -1.884 2.354
H 0.286 0.154 -0.112
C 0.224 0.908 0.016
H 0.102 0.703 0.044
C -0.032 -1.000 -2.423
H -0.067 0.046 0.316
C 0.116 -0.140 -0.114
H 0.048 0.198 -0.301
H -0.419 0.267 0.016
H 0.062 0.131 0.112
N -1.185 -0.336 0.294
N 0.135 -0.881 0.798
N -1.346 -0.600 -1.804
N 2.601 -1.054 -0.199
C 0.116 -0.496 1.464
C -0.054 0.305 -0.326
H 0.005 -0.080 0.227
H 0.117 0.020 0.449
C -0.574 -0.020 -0.699
C 1.554 -1.429 -0.342
C 0.970 0.591 -0.420
C -1.224 1.613 -1.176
H 0.062 0.067 0.021
H -0.112 0.305 -0.197
H 0.211 0.081 -0.402
H 0.124 0.037 -0.344
H -0.036 -0.549 0.204
O 0.183 -0.695 0.192
S -0.564 -0.799 -0.163
O -0.242 -0.353 -0.089
N -0.622 -0.214 -0.508
C 0.748 1.061 -0.738
O -0.174 0.763 -0.002
C -0.591 -0.327 0.566
C 0.536 0.639 -0.140
C 0.244 0.166 -0.176
C 0.006 -0.004 -0.626
C -0.208 -0.441 -0.023
C -0.432 0.590 1.472
H 0.108 0.389 0.203
H 0.265 0.235 -0.079
H 0.198 0.203 -0.660
H -0.007 -0.351 -0.496

Which value of max |F| does entry 1 give?
3.15 eV/Å